(1)
DFT (ωB97M-V/def2-TZVPD) results for C2H3N3O in the gas phase in a non-equilibrium geometry.

CARTESIAN COORDINATES (ANGSTROEM)
O1 -1.9463 -0.2416 -0.3248
C1 -0.6429 -0.1629 -0.0462
N1 0.1087 -1.1690 0.3144
N2 1.3384 -0.6186 0.6031
N3 1.3099 0.7594 0.3652
C2 0.1304 1.0304 -0.0948
H1 -2.2195 -1.1586 -0.1748
H2 2.0385 -0.4523 -0.1887
H3 -0.1172 2.0131 -0.4536

Its structure (SMILES) is Oc1cn[nH]n1. For the LUMO energy, the calculation gives 0.76 eV. The HOMO-LUMO gap comes out at 10.91 eV. The value obtained for the energy relative to the best compared isomer or geometry (same formula, charge and spin) is 245.10 kJ/mol. The calculation puts the total energy at -8637.9543 eV.


(2)
DFT (ωB97M-V/def2-TZVPD) results for C20H23N3O3S in the gas phase.

CARTESIAN COORDINATES (ANGSTROEM)
C1 -2.3511 -4.0822 -2.2249
H1 -2.7446 -5.0969 -2.0864
O1 -0.9509 -4.0606 -2.1213
C2 -0.4832 -4.4713 -0.8585
C3 1.0050 -4.1231 -0.7628
N1 1.1826 -2.7000 -0.6974
C4 1.0118 -1.9297 0.4123
N2 1.0365 -0.6451 0.1870
C5 1.2014 -0.5251 -1.1702
C6 1.2705 0.6126 -1.9637
C7 1.4214 0.4294 -3.3230
C8 1.5015 -0.8447 -3.8863
C9 1.4360 -1.9876 -3.1125
C10 1.2838 -1.8134 -1.7486
H2 1.4806 -2.9702 -3.5546
H3 1.6138 -0.9384 -4.9562
H4 1.4765 1.2918 -3.9710
H5 1.2065 1.5947 -1.5219
S1 0.7203 -2.5948 1.9911
C11 0.1541 -1.0328 2.7364
H6 -0.2904 -1.3016 3.6950
C12 -0.8759 -0.4099 1.8053
O2 -1.7003 -1.0974 1.2280
C13 -0.8135 1.0214 1.5919
C14 -0.2313 2.1035 2.2380
C15 -0.4722 3.2420 1.4194
C16 -1.2088 2.8044 0.3085
N3 -1.4082 1.4912 0.4440
H7 -1.8637 0.8742 -0.2117
C17 -1.7081 3.5614 -0.8616
H8 -1.0310 4.3795 -1.0942
H9 -1.8163 2.9060 -1.7239
H10 -2.6767 4.0066 -0.6330
C18 -0.0384 4.6323 1.5554
O3 -0.5461 5.5229 0.9008
C19 1.1051 4.9294 2.4979
H11 1.8637 4.1546 2.4542
H12 1.5373 5.8905 2.2287
H13 0.7299 5.0026 3.5166
C20 0.3951 2.0785 3.5901
H14 1.4808 2.0037 3.5205
H15 0.0277 1.2312 4.1631
H16 0.1540 2.9856 4.1373
H17 1.0204 -0.3918 2.8690
H18 1.4312 -4.5763 0.1362
H19 1.5222 -4.4979 -1.6481
H20 -0.6231 -5.5557 -0.7276
H21 -1.0322 -3.9519 -0.0590
H22 -2.8116 -3.4199 -1.4820
H23 -2.5922 -3.7318 -3.2262

Its structure (SMILES) is COCCn1c(SCC(=O)c2[nH]c(C)c(C(C)=O)c2C)nc2ccccc21. For the LUMO energy, the calculation gives 0.49 eV. The HOMO-LUMO gap comes out at 8.57 eV. The value obtained for the energy relative to the best compared isomer or geometry (same formula, charge and spin) is 165.23 kJ/mol. The calculation puts the total energy at -42561.8544 eV.


(3)
DFT (ωB97M-V/def2-TZVPD) results for C10H23NSi in the gas phase in a non-equilibrium geometry.

CARTESIAN COORDINATES (ANGSTROEM)
C1 -1.0811 -1.0139 0.3471
C2 -2.4060 -0.7304 0.2789
C3 -3.5038 -1.2786 1.0944
C4 -2.9589 0.4654 -0.5062
C5 3.2469 -0.6598 0.3472
C6 1.8527 -2.7055 -0.0512
C7 0.0831 1.9117 1.3949
C8 0.2884 2.9214 -0.8923
C9 1.8916 -1.1649 0.3119
C10 0.7635 1.7619 -0.0501
N1 0.7652 -0.4397 -2.1971
Si1 0.4711 -0.1889 -0.4920
H1 -0.9416 -1.9288 0.7694
H2 -3.9232 -0.4569 1.5218
H3 -4.1764 -1.7639 0.4656
H4 -3.0462 -1.8954 1.8690
H5 -3.4704 1.1146 0.2204
H6 -3.7242 0.0495 -1.2273
H7 -2.1405 0.9527 -1.0800
H8 3.8156 -0.5858 -0.5974
H9 3.2925 0.3537 0.7500
H10 3.8388 -1.4178 0.8956
H11 2.3260 -2.7060 -0.9956
H12 0.7607 -2.9476 -0.2540
H13 2.4352 -3.3804 0.6258
H14 0.8386 1.5563 2.0921
H15 0.0367 2.9787 1.6838
H16 -0.9182 1.4340 1.3816
H17 0.9299 3.7689 -0.7615
H18 -0.7487 3.2866 -0.7735
H19 0.1479 2.7160 -1.9937
H20 1.7054 -1.0665 1.4212
H21 1.8179 1.7499 -0.1296
H22 0.1689 -0.7389 -2.9473
H23 1.5628 0.0483 -2.5220

Its structure (SMILES) is CC(C)=C[Si](N)(C(C)C)C(C)C. For the LUMO energy, the calculation gives 0.82 eV. The HOMO-LUMO gap comes out at 9.39 eV. The value obtained for the energy relative to the best compared isomer or geometry (same formula, charge and spin) is 0.00 kJ/mol. The calculation puts the total energy at -20109.6986 eV.


Which value of LUMO does entry 2 give? 0.49 eV


Look up the LUMO of the first one. 0.76 eV


What is the energy relative to the best compared isomer or geometry (same formula, charge and spin) in the first record? 245.10 kJ/mol


HOMO-LUMO gap of number 3 (C10H23NSi)? 9.39 eV